# C7H15NO

A molecular structure, C7H15NO in a non-equilibrium geometry (wB97M-V/def2-TZVPD, the Open Molecules 2025 dataset).

Computed properties:
- multiplicity = 1
- energy above the lowest of the compared OMol25 structures with the same formula, charge and spin (kJ/mol) = 421.19
- gap between HOMO and LUMO (eV) = 9.2
- E_HOMO (eV) = -8.24
- molar mass (g/mol) = 129.203

Each line ends with the natural charge from an NBO analysis.
CARTESIAN COORDINATES (ANGSTROEM)
C 0.238 -0.364 -1.404  -0.305
C 0.496 1.012 -1.989  -0.636
C 1.495 -1.171 -1.119  -0.630
H -0.400 -0.922 -2.092  0.216
H 0.160 0.182 0.188  0.296
H 0.977 0.936 -2.969  0.219
H 1.145 1.604 -1.336  0.197
H -0.445 1.547 -2.135  0.239
H 2.062 -1.330 -2.042  0.220
H 2.147 -0.647 -0.416  0.211
H 1.264 -2.147 -0.689  0.217
C -1.439 -1.680 0.325  -0.706
C -0.283 1.904 1.890  -0.714
C -1.131 -0.279 -0.132  0.501
C 0.060 0.493 1.547  0.187
N 0.559 -0.405 2.286  -0.638
O -1.964 0.578 -0.382  -0.635
H 0.757 -0.067 3.235  0.335
H -1.904 -2.224 -0.501  0.240
H -2.150 -1.620 1.151  0.236
H -0.554 -2.206 0.674  0.241
H -0.297 2.055 2.972  0.217
H 0.464 2.576 1.457  0.235
H -1.257 2.175 1.480  0.257